Record 1
Density functional theory data (the ωB97M-V functional and the def2-TZVPD basis) for the molecule C4H4S3 at a distorted geometry.

```
! wB97M-V def2-TZVPD RIJCOSX def2/J DEFGRID3
* xyz 0 1
S 2.7865 0.1844 0.4799
C 1.7431 -0.5662 -0.4631
C 0.4094 -0.1694 -0.9319
S -0.7673 -1.3140 -0.2512
C -1.4264 -0.1852 0.9237
C -1.1938 1.1032 0.6997
S -0.1697 1.5359 -0.6937
H 1.9353 -1.5719 -0.8531
H 0.3821 -0.3671 -2.0237
H -2.0485 -0.5691 1.7566
H -1.6509 1.9196 1.3568
*
```

Calculated values
- energy (a.u.) = -1349.3240
- E_HOMO (eV) = -8.2
- SMILES string = S=CC1SC=CS1
- lowest unoccupied orbital energy (eV) = -0.33
- max |F| (eV Å⁻¹) = 1.909

=====

Record 2
Density functional theory data (the ωB97M-V functional and the def2-TZVPD basis) for a 16-piece molecular cluster, H32O15S overall at a distorted geometry.

```
! wB97M-V def2-TZVPD RIJCOSX def2/J DEFGRID3
* xyz 0 1
S 3.5898 2.0269 -2.4644
H 2.4206 2.5523 -2.8369
H 3.2457 1.9337 -1.1684
H -2.4477 -2.2355 2.1003
H -1.7837 -1.2317 1.3562
O -1.5859 -1.8600 2.0682
H 1.7586 1.9350 1.2289
H 2.1971 3.1834 0.5206
O 2.5389 2.4261 1.0083
H -2.7054 0.7240 -0.7306
H -2.1616 1.6577 -1.7084
O -2.9450 1.0753 -1.5903
H -1.1603 -3.6826 0.8905
H -1.7990 -4.2550 -0.4885
O -1.9102 -4.0773 0.4392
H -1.6259 3.7745 -2.6697
H -0.4144 3.0571 -1.8891
O -1.1328 2.9634 -2.5421
H 0.2628 3.0140 3.1139
H -0.9872 4.0585 2.6983
O -0.1316 3.6247 2.4731
H 0.9231 0.4330 2.3059
H -0.2839 0.0326 3.1893
O 0.1226 0.7752 2.7702
H -0.5484 4.1906 -0.2352
H -0.1551 3.1213 0.5832
O 0.1962 3.5938 -0.1909
H 0.6774 -4.0415 -1.3659
H 1.8266 -4.0946 -2.3135
O 1.5069 -4.5406 -1.5270
H -0.9983 -1.8773 4.0022
H -0.0978 -1.3212 5.1356
O -0.7733 -1.0571 4.4813
H 1.5149 -1.3772 0.9216
H 2.6162 -0.4156 0.5416
O 1.8288 -0.4866 1.1118
H 1.9820 -3.5481 -0.2378
H 2.9136 -3.6314 0.9773
O 2.3573 -2.9947 0.4762
H -2.4067 1.2965 1.4613
H -0.8315 1.0286 1.2776
O -1.7232 1.0204 0.8170
H -0.9482 -3.0655 -2.9137
H -1.7465 -3.5090 -1.6320
O -0.8802 -3.4574 -2.0521
H -3.9200 0.1851 -4.2028
H -3.6007 -0.0909 -2.7535
O -3.8478 -0.5740 -3.6012
*
```

Calculated values
- energy (a.u.) = -1545.9539
- E_HOMO (eV) = -9.4
- lowest unoccupied orbital energy (eV) = -0.02
- max |F| (eV Å⁻¹) = 2.495

=====

Record 3
Density functional theory data (the ωB97M-V functional and the def2-TZVPD basis) for C26H28F5I2N3O4PdS4 as an isolated structure at a distorted geometry.

```
! wB97M-V def2-TZVPD RIJCOSX def2/J DEFGRID3
* xyz 2 1
Pd 0.6852 -0.1040 1.6948
I 0.3693 0.6182 4.5446
C 2.4303 0.1379 4.5217
I 3.1510 0.4166 2.5368
H 2.5398 -0.9147 4.7523
H 2.9856 0.7800 5.1943
C -1.8156 1.2255 -4.3168
C -0.4687 1.5666 -3.7877
C 0.6091 1.9647 -4.5591
C 1.8263 2.2273 -3.9433
N 1.9641 2.0831 -2.6040
C 0.9297 1.7175 -1.9186
S 1.2322 1.5212 -0.1559
N -0.2712 1.4626 -2.4598
C 3.0282 2.6795 -4.6893
H -1.9339 1.5963 -5.3310
H -2.5984 1.6372 -3.6807
H -1.9365 0.1399 -4.3251
H 0.4945 2.0726 -5.6277
H -1.0671 1.1517 -1.8563
H 2.8315 2.7919 -5.7516
H 3.8374 1.9630 -4.5396
H 3.3700 3.6302 -4.2773
O -1.4305 -1.7381 3.1667
C -1.9488 -1.1640 2.2418
N -1.2159 -0.5223 1.2191
S -2.2122 0.4397 0.3203
O -2.0854 0.0561 -1.0820
O -2.0183 1.8357 0.5758
C -3.7059 -0.1749 0.9845
C -4.9959 0.1102 0.5846
C -6.0140 -0.5117 1.2975
C -5.7327 -1.3750 2.3550
C -4.4251 -1.6432 2.7376
C -3.4101 -1.0283 2.0263
H -5.2093 0.7852 -0.2321
H -7.0435 -0.3168 1.0301
H -6.5511 -1.8428 2.8850
H -4.1937 -2.3054 3.5607
F 2.1459 8.0273 -1.3984
C 1.8269 6.8914 -0.8145
C 0.8614 6.0720 -1.3883
F 0.2757 6.4288 -2.5225
C 0.5232 4.8919 -0.7604
F -0.3899 4.0915 -1.3256
C 1.1352 4.4988 0.4248
S 0.6880 3.0063 1.2197
C 2.1244 5.3176 0.9609
F 2.7457 4.9579 2.0776
C 2.4585 6.5212 0.3639
F 3.3758 7.3080 0.8962
C -1.5236 -5.6751 2.1239
C -0.1547 -5.8202 1.4668
C 0.8652 -4.8009 1.9705
S 0.4202 -3.1363 1.4411
O 1.3886 -2.1943 2.1789
C 0.9675 -3.1842 -0.2998
C 2.3092 -2.5091 -0.5629
C 3.5075 -3.2481 0.0193
H -2.2388 -6.3640 1.6776
H -1.9210 -4.6638 2.0197
H -1.4660 -5.8979 3.1899
H -0.2474 -5.7621 0.3790
H 0.2548 -6.8090 1.6788
H 1.8806 -5.0015 1.6294
H 0.8587 -4.7479 3.0610
H 0.1586 -2.7063 -0.8546
H 1.0075 -4.2351 -0.5901
H 2.2887 -1.4794 -0.1924
H 2.4157 -2.4429 -1.6491
H 3.4607 -3.2856 1.1070
H 4.4367 -2.7494 -0.2552
H 3.5599 -4.2688 -0.3639
*
```

Calculated values
- energy (a.u.) = -4287.5404
- E_HOMO (eV) = -14.1
- lowest unoccupied orbital energy (eV) = -7.59
- max |F| (eV Å⁻¹) = 1.477

=====

Record 4
Density functional theory data (the ωB97M-V functional and the def2-TZVPD basis) for BrMn2 as an isolated structure.

```
! wB97M-V def2-TZVPD RIJCOSX def2/J DEFGRID3
* xyz 3 11
Mn -0.2877 1.9060 1.6349
Mn 0.7050 -1.6175 -1.8675
Br -0.4173 -0.2885 0.2326
*
```

Calculated values
- energy (a.u.) = -4874.6620
- <S²> = 30.01
- E_HOMO (alpha / beta) (eV) = -24.4 / -24.4
- lowest unoccupied orbital energy (alpha / beta) (eV) = -16.11 / -15.90
- max |F| (eV Å⁻¹) = 0.683

=====

Record 5
Density functional theory data (the ωB97M-V functional and the def2-TZVPD basis) for a 2-piece molecular cluster, C5H10O2 overall.

```
! wB97M-V def2-TZVPD RIJCOSX def2/J DEFGRID3
* xyz 0 1
C -2.0773 -0.2422 -0.8024
C -0.6838 0.2409 -1.2176
C 0.2351 0.6617 -0.0467
C -0.0575 -0.1352 1.2253
O 0.0482 -1.3370 1.2898
C 1.7006 0.4790 -0.4360
O 2.0696 -0.1067 -1.4221
H -2.6993 -0.3751 -1.6923
H -2.0136 -1.2083 -0.2871
H -2.5962 0.4636 -0.1358
H -0.1514 -0.5495 -1.7620
H -0.7552 1.1007 -1.9050
H 0.0931 1.7229 0.2049
H -0.4017 0.4559 2.1053
H 2.4411 0.9366 0.2495
H 2.4403 -1.5433 1.6214
H 3.1065 -1.2124 1.6549
*
```

Calculated values
- energy (a.u.) = -346.9251
- E_HOMO (eV) = -10.0
- SMILES string = CCC(C=O)C=O.[H][H]
- lowest unoccupied orbital energy (eV) = 0.37
- max |F| (eV Å⁻¹) = 0.749

=====

Record 6
Density functional theory data (the ωB97M-V functional and the def2-TZVPD basis) for C34H57N3O3SiZn as an isolated structure at a distorted geometry.

```
! wB97M-V def2-TZVPD RIJCOSX def2/J DEFGRID3
* xyz 0 1
O 2.0244 -2.2404 -3.3483
O 0.7024 -0.6472 -4.8085
C 3.2113 -2.3310 -2.5229
C 3.6009 -3.7330 -2.1155
H 3.0510 -1.7153 -1.6416
H 4.0367 -1.8783 -3.1432
H 3.0983 -4.0586 -1.1956
H 4.6695 -3.7475 -1.8471
H 3.4376 -4.4507 -2.9141
C 0.8350 -2.9312 -2.7917
C 0.2993 -3.8739 -3.8207
H 0.0959 -2.1789 -2.5336
H 1.1351 -3.4529 -1.8994
H 0.0036 -3.3097 -4.7061
H -0.5756 -4.3861 -3.3772
H 1.0643 -4.6119 -4.0656
C -0.5935 -0.3361 -5.4141
C 1.8145 -0.7938 -5.6995
C -1.7365 -0.9105 -4.6700
H -0.4699 -0.7481 -6.3890
H -0.5959 0.7490 -5.5389
H -1.8212 -1.9963 -4.8418
H -2.6686 -0.4456 -5.0344
H -1.5901 -0.7356 -3.6051
C 1.7971 -2.1121 -6.4052
H 2.7393 -0.6104 -5.1240
H 1.6249 -0.0068 -6.3942
H 1.9159 -2.9508 -5.7269
H 2.6283 -2.1412 -7.1186
H 0.9056 -2.3050 -7.0354
H 1.0424 -1.0934 -4.0088
N -0.7799 -0.2504 1.0354
C -1.6379 0.1637 1.9651
C -2.4375 1.3149 1.8243
C -2.6070 2.0962 0.6787
C -1.8549 -0.6706 3.2065
H -0.8952 -0.9934 3.6336
H -2.4588 -1.5614 2.9728
H -2.3928 -0.0972 3.9671
C -3.8440 2.9740 0.6285
H -4.5494 2.6552 -0.1458
H -3.6004 4.0235 0.4492
H -4.3773 2.9187 1.5809
N -1.7921 2.1244 -0.3626
C -0.3369 -1.5891 1.0300
C 0.9113 -1.9651 1.6295
C 1.6567 -1.0209 2.5053
C 1.4061 -3.2441 1.4334
H 2.3995 -3.4906 1.8520
C 0.6638 -4.2248 0.8166
H 1.0375 -5.2483 0.7059
C -0.6375 -3.9039 0.3444
H -1.2653 -4.6683 -0.0717
C -1.1431 -2.6060 0.4612
C -2.5396 -2.3190 0.0274
C -2.1212 2.8101 -1.5622
C -1.6217 4.1205 -1.7709
C -1.0272 4.8664 -0.6332
C -1.6796 4.6731 -3.0457
H -1.2068 5.6459 -3.2020
C -2.2856 3.9559 -4.0958
H -2.2506 4.3567 -5.1018
C -2.8941 2.7201 -3.8533
H -3.4106 2.1682 -4.6470
C -2.8600 2.1552 -2.5892
C -3.5669 0.8714 -2.2854
Zn 0.0335 1.3080 -0.4367
H 2.7178 -1.0283 2.2212
H 1.6149 -1.3113 3.5726
H 1.3071 0.0131 2.4185
H -2.5801 -1.3391 -0.4790
H -3.2464 -2.2876 0.8822
H -2.9063 -3.0833 -0.6738
H -0.8662 5.8935 -0.9796
H -0.0585 4.4571 -0.2887
H -1.6989 4.9021 0.2398
H -4.3293 1.0121 -1.5027
H -2.8796 0.0843 -1.9398
H -4.0809 0.4960 -3.1730
H -3.0681 1.5402 2.6771
C 0.7164 0.6341 -1.9899
Si 1.8985 1.8558 -2.8945
H -0.3424 0.5240 -2.4090
H 1.1481 -0.2899 -1.4421
C 3.6769 1.2587 -2.9845
C 1.8791 3.5095 -1.9828
C 1.3594 2.4815 -4.6097
H 1.7378 3.5023 -4.7619
H 0.2675 2.5535 -4.7062
H 1.7457 1.8847 -5.4399
H 4.0348 1.0050 -1.9702
H 4.3064 2.0689 -3.3887
H 3.7723 0.3703 -3.6216
H 1.9866 3.3913 -0.8943
H 0.9504 4.0772 -2.1808
H 2.7248 4.1208 -2.3427
O 3.9719 0.8224 0.5822
C 2.8281 1.2025 0.5570
N 1.6955 1.5932 0.5533
*
```

Calculated values
- energy (a.u.) = -3788.4881
- E_HOMO (eV) = -7.0
- lowest unoccupied orbital energy (eV) = 0.10
- max |F| (eV Å⁻¹) = 3.663

=====

Record 7
Density functional theory data (the ωB97M-V functional and the def2-TZVPD basis) for C16H17AlF4N2OS7 as an isolated structure.

```
! wB97M-V def2-TZVPD RIJCOSX def2/J DEFGRID3
* xyz 0 1
Al -10.0115 2.5570 13.8800
C -8.1121 1.0219 15.5686
N -9.5842 1.1635 15.3881
C -10.1640 -0.1926 15.2314
C -10.1368 1.8756 16.5674
C -9.5754 3.2874 16.5794
N -9.4903 3.7959 15.2142
C -8.7759 4.9874 15.0285
C -8.1995 5.3071 13.8033
F -8.2852 4.4508 12.7585
C -7.4255 6.4157 13.5763
F -6.9465 6.5531 12.3313
C -7.1420 7.3205 14.5739
C -7.6642 7.0282 15.8087
F -7.4581 7.8515 16.8450
C -8.4692 5.9298 16.0334
F -8.9359 5.8165 17.2866
H -7.8794 0.5426 16.5410
H -7.6234 2.0014 15.5408
H -7.7148 0.3849 14.7854
H -9.9517 -0.8065 16.1079
H -9.7028 -0.6543 14.3827
H -11.2304 -0.1319 15.0699
H -9.8732 1.3277 17.4834
H -11.2215 1.8944 16.4491
H -8.5760 3.2737 17.0238
H -10.1841 3.9002 17.2279
H -6.5032 8.1729 14.3824
C -6.5686 1.1557 9.5500
S -8.1904 1.7371 9.0056
C -9.2457 0.6268 9.8868
C -9.4916 0.5944 11.2113
S -8.5815 1.5481 12.3887
S -10.5938 -0.6623 11.7341
C -10.9601 -1.3608 10.1788
S -12.0007 -2.6248 9.9850
S -10.0619 -0.5715 8.9091
H -5.8307 1.6775 8.9434
H -6.4397 0.0916 9.3561
H -6.4359 1.3794 10.6058
C -14.8523 3.4462 13.4244
O -13.6807 3.9613 12.7599
C -12.4969 3.4445 13.0125
S -12.3461 2.1641 14.1056
S -11.1241 4.0613 12.2741
H -15.6533 4.0577 13.0493
H -14.7276 3.5943 14.5064
H -14.9759 2.3969 13.1713
*
```

Calculated values
- energy (a.u.) = -4233.9659
- E_HOMO (eV) = -7.8
- lowest unoccupied orbital energy (eV) = -0.03
- max |F| (eV Å⁻¹) = 0.928

=====

Record 8
Density functional theory data (the ωB97M-V functional and the def2-TZVPD basis) for a 2-piece molecular cluster, C3H3Br2F overall at a distorted geometry.

```
! wB97M-V def2-TZVPD RIJCOSX def2/J DEFGRID3
* xyz 0 1
C -2.4300 -0.5543 -1.5259
C 0.0997 -0.4999 0.4499
C 0.9658 0.6651 0.6483
F 0.5603 1.8820 0.2442
Br 0.7072 -2.2632 0.8335
Br 2.9088 0.5590 0.2646
H -1.8768 0.1687 -2.1264
H -1.9929 -0.4541 -0.5038
H 1.0578 0.4968 1.7156
*
```

Calculated values
- energy (a.u.) = -5363.6798
- E_HOMO (alpha / beta) (eV) = -8.9 / -9.0
- lowest unoccupied orbital energy (alpha / beta) (eV) = -1.91 / -1.95
- max |F| (eV Å⁻¹) = 2.420

=====

What did the third record say?
Density functional theory data (the ωB97M-V functional and the def2-TZVPD basis) for C26H28F5I2N3O4PdS4 as an isolated structure at a distorted geometry.

```
! wB97M-V def2-TZVPD RIJCOSX def2/J DEFGRID3
* xyz 2 1
Pd 0.6852 -0.1040 1.6948
I 0.3693 0.6182 4.5446
C 2.4303 0.1379 4.5217
I 3.1510 0.4166 2.5368
H 2.5398 -0.9147 4.7523
H 2.9856 0.7800 5.1943
C -1.8156 1.2255 -4.3168
C -0.4687 1.5666 -3.7877
C 0.6091 1.9647 -4.5591
C 1.8263 2.2273 -3.9433
N 1.9641 2.0831 -2.6040
C 0.9297 1.7175 -1.9186
S 1.2322 1.5212 -0.1559
N -0.2712 1.4626 -2.4598
C 3.0282 2.6795 -4.6893
H -1.9339 1.5963 -5.3310
H -2.5984 1.6372 -3.6807
H -1.9365 0.1399 -4.3251
H 0.4945 2.0726 -5.6277
H -1.0671 1.1517 -1.8563
H 2.8315 2.7919 -5.7516
H 3.8374 1.9630 -4.5396
H 3.3700 3.6302 -4.2773
O -1.4305 -1.7381 3.1667
C -1.9488 -1.1640 2.2418
N -1.2159 -0.5223 1.2191
S -2.2122 0.4397 0.3203
O -2.0854 0.0561 -1.0820
O -2.0183 1.8357 0.5758
C -3.7059 -0.1749 0.9845
C -4.9959 0.1102 0.5846
C -6.0140 -0.5117 1.2975
C -5.7327 -1.3750 2.3550
C -4.4251 -1.6432 2.7376
C -3.4101 -1.0283 2.0263
H -5.2093 0.7852 -0.2321
H -7.0435 -0.3168 1.0301
H -6.5511 -1.8428 2.8850
H -4.1937 -2.3054 3.5607
F 2.1459 8.0273 -1.3984
C 1.8269 6.8914 -0.8145
C 0.8614 6.0720 -1.3883
F 0.2757 6.4288 -2.5225
C 0.5232 4.8919 -0.7604
F -0.3899 4.0915 -1.3256
C 1.1352 4.4988 0.4248
S 0.6880 3.0063 1.2197
C 2.1244 5.3176 0.9609
F 2.7457 4.9579 2.0776
C 2.4585 6.5212 0.3639
F 3.3758 7.3080 0.8962
C -1.5236 -5.6751 2.1239
C -0.1547 -5.8202 1.4668
C 0.8652 -4.8009 1.9705
S 0.4202 -3.1363 1.4411
O 1.3886 -2.1943 2.1789
C 0.9675 -3.1842 -0.2998
C 2.3092 -2.5091 -0.5629
C 3.5075 -3.2481 0.0193
H -2.2388 -6.3640 1.6776
H -1.9210 -4.6638 2.0197
H -1.4660 -5.8979 3.1899
H -0.2474 -5.7621 0.3790
H 0.2548 -6.8090 1.6788
H 1.8806 -5.0015 1.6294
H 0.8587 -4.7479 3.0610
H 0.1586 -2.7063 -0.8546
H 1.0075 -4.2351 -0.5901
H 2.2887 -1.4794 -0.1924
H 2.4157 -2.4429 -1.6491
H 3.4607 -3.2856 1.1070
H 4.4367 -2.7494 -0.2552
H 3.5599 -4.2688 -0.3639
*
```

Calculated values
- energy (a.u.) = -4287.5404
- E_HOMO (eV) = -14.1
- lowest unoccupied orbital energy (eV) = -7.59
- max |F| (eV Å⁻¹) = 1.477

=====

> Among the records above, which one has the highest max |F|?

C34H57N3O3SiZn